[1]
74
Properties=species:S:1:pos:R:3:forces:R:3:lowdin_charge:R:1 method="wB97M-V/def2-TZVPD" total_charge=+1 gap_ev=8.71 e_tot_ev=-95461.8613 multiplicity=1
O 0.69999 0.41691 -6.87021 -1.5 0.3 1.1 0.042
H 3.73920 0.20934 1.64327 -1.1 -1.2 -0.9 0.069
H 2.43931 2.30461 -1.18429 0.7 -0.6 0.7 0.052
H -1.28000 2.76634 -2.92432 0.0 -1.1 1.8 0.122
H -1.91639 -3.13738 2.18992 1.0 1.4 -0.6 0.111
C -1.36428 -2.14399 2.02786 0.7 1.1 -0.3 -0.001
H 1.68631 1.56186 -8.18594 -0.3 -0.1 0.0 0.154
F 2.06706 -0.70047 7.58830 -0.1 0.1 -0.2 0.101
N -0.44872 -1.58163 -0.39440 1.8 0.6 1.0 -0.233
C -3.97118 2.23475 1.03343 3.8 -0.4 -5.9 0.064
H 2.31918 0.01655 5.75477 0.0 -0.1 -0.1 0.172
H 0.70558 2.96107 0.50067 -0.9 -1.2 1.1 0.095
H -3.49119 2.86225 -2.32090 0.8 -1.6 1.1 0.127
H 1.97531 -2.47666 5.05861 -0.1 0.2 0.3 0.146
H 0.72785 -1.66095 -2.23981 -0.9 -1.3 1.1 0.064
H -1.19713 0.08383 -2.59236 1.3 1.2 1.3 0.093
F 0.58767 -2.26717 8.89306 0.0 -0.3 -0.3 0.094
C -0.53695 0.85910 -2.02434 0.0 0.2 -0.9 -0.292
H -2.10706 -1.29304 1.75296 1.2 -1.7 0.5 0.085
F -1.97431 -0.35089 -4.52785 0.3 0.1 0.2 0.066
H -0.82165 -2.66736 -2.24549 1.6 0.4 1.4 0.114
C 0.10392 2.47879 1.36056 -0.4 1.8 1.2 -0.249
F 2.07374 -3.62220 9.71287 0.1 -0.2 -0.5 0.103
F -0.16271 1.65249 -5.19093 -0.3 -0.5 0.5 0.112
H 0.31833 -4.22971 8.99145 0.1 -0.1 -0.2 0.178
C 0.00568 0.38745 -5.63868 1.8 0.9 -1.4 -0.491
H -3.97584 2.27425 2.19347 -0.3 0.0 -2.8 0.072
H -0.79554 4.06544 -7.37901 0.2 0.0 0.0 0.175
C -0.47794 0.97005 1.17066 -0.4 0.3 1.8 -0.262
H 0.34642 -2.76321 4.54990 -0.1 0.0 0.3 0.125
H -1.62853 0.91225 1.36363 2.0 0.4 -0.7 0.080
H 1.18536 2.46278 -6.79642 -0.3 -0.1 0.0 0.144
H -0.98796 2.97655 -1.11529 -0.6 -1.3 -1.0 0.101
F -1.90128 2.60762 -6.60186 0.0 0.0 0.0 0.082
H 0.71527 -3.27076 -1.30976 -1.1 1.5 0.0 0.115
P 0.08783 0.11139 -0.41250 -1.5 0.0 1.1 0.862
C -2.99603 1.98898 -1.72380 -0.4 1.7 0.9 -0.173
F -2.14132 0.09953 -6.64680 0.5 -0.1 0.3 0.112
C 1.10819 -3.50851 8.76770 -0.3 0.1 0.9 -0.272
F -2.30411 3.49589 -8.53391 0.4 -0.2 -0.1 0.103
F 2.76376 -2.97944 7.10233 0.0 -0.3 0.5 0.132
O 2.84834 1.80689 -0.43152 -1.8 -1.4 -0.2 -0.378
C 0.94445 -2.49277 5.42573 -0.2 -0.7 -0.5 -0.049
H 0.39959 4.12879 2.24983 -0.6 -0.9 0.4 0.068
C -1.30555 3.14823 -7.68422 -0.7 0.8 -0.4 -0.297
C 0.84361 1.69888 -7.50122 0.9 -0.1 -0.2 -0.037
H -0.01027 0.35920 2.05438 -0.7 0.9 -1.6 0.091
C -1.30660 -0.40238 -5.71411 -0.7 -0.4 -0.6 -0.258
C -1.37823 2.22730 -1.89272 -0.7 0.3 -1.0 -0.207
P 2.30002 0.14452 -0.45870 2.4 0.5 -0.3 0.818
F -0.60311 -1.24298 6.69866 0.4 0.2 -0.2 0.136
F 0.97543 1.00525 6.82983 -0.2 -0.2 -0.3 0.098
F -0.03708 -0.47554 4.74514 0.4 0.2 -0.2 0.072
H 3.51736 -1.55988 0.90769 -0.9 1.9 0.6 0.070
C 1.68525 -3.74544 7.36687 0.1 -0.3 -1.8 -0.493
C 0.45428 -1.09841 5.86453 -0.6 -0.8 0.7 -0.426
C 0.07827 -2.35359 -1.57285 0.2 -0.1 -2.3 -0.115
H -1.11861 -1.45040 -5.95977 0.2 0.1 0.1 0.182
C 1.52012 -0.18602 6.47275 0.2 0.9 0.3 -0.301
O 0.72259 -3.57307 6.34017 0.8 0.9 0.9 0.039
C -0.33605 2.18260 -8.36665 0.1 -0.9 -0.4 -0.434
F 0.19980 2.82675 -9.44537 -0.1 0.3 0.5 0.114
N -0.10029 3.22540 2.44356 1.0 -2.2 -3.6 0.087
F -0.98821 1.10481 -8.86734 -0.1 0.3 0.3 0.132
F 2.10826 -5.02808 7.26555 -0.3 0.3 0.4 0.148
F 0.84714 -0.20983 -4.75328 -0.5 -0.3 0.0 0.118
H -0.82660 -1.88137 3.02151 -1.0 -0.4 -1.8 0.064
H -3.36136 1.02337 -2.22532 0.6 1.3 1.1 0.116
H 0.40241 1.00955 -2.70494 -1.6 -0.2 1.4 0.087
C -3.49472 2.17936 -0.20361 -2.2 -0.6 5.5 -0.110
O 0.85042 -2.91697 1.22252 -4.1 3.0 -2.3 0.026
C -0.18319 -2.24532 0.90980 1.3 -2.5 3.1 -0.410
C 3.00253 -0.55461 1.19535 -0.5 0.0 0.4 -0.274
H 2.17415 -0.76095 1.97118 1.4 0.3 -1.2 0.028



[2]
74
Properties=species:S:1:pos:R:3:forces:R:3:lowdin_charge:R:1 method="wB97M-V/def2-TZVPD" total_charge=-1 relative_energy_kcal_mol=31.3 gap_ev=9.33 e_tot_ev=-75399.9082 multiplicity=1
F -0.49637 0.08726 -3.93945 -1.3 0.4 1.1 0.056
C -6.22377 -3.77859 1.66943 0.8 -0.8 1.7 -0.162
H -1.69823 3.45830 0.68428 -0.5 -1.9 -0.3 0.167
O 5.97384 -1.95369 -1.49893 -2.2 0.5 0.4 0.150
H 0.54002 3.91519 -1.07932 0.0 1.8 -1.4 0.151
O -2.85526 -3.36251 2.29407 -9.1 4.7 -0.3 -0.052
F 1.82691 -2.70078 -0.54503 0.1 -1.5 0.6 0.041
O 3.58243 2.82242 2.12866 -0.6 0.0 2.0 0.124
O -4.50255 -1.31858 -3.12511 -3.5 -0.4 -1.4 0.198
O -0.35998 2.29074 3.07148 0.6 1.3 -2.0 0.138
C -3.41817 -0.98627 -2.87976 -1.5 3.8 -3.8 -0.705
H -2.53917 -3.01574 0.44213 2.8 0.6 -2.9 0.069
O 2.13705 5.01593 -1.80164 1.8 0.3 -0.8 0.042
O -2.70204 -1.54262 -2.08140 4.4 -4.3 5.6 0.141
O -5.55938 -2.56756 1.73531 1.7 2.8 -0.6 -0.205
O -1.98387 1.13931 4.05932 0.5 1.8 -2.8 0.116
H -5.50614 -4.58224 2.09710 -1.6 0.7 -0.6 0.109
C 2.70393 -1.25407 -2.13603 1.5 1.0 4.6 -0.082
C -1.45725 0.25028 -2.92897 -3.0 -17.3 -9.2 -0.201
C 1.05404 3.38711 -3.06686 -2.2 5.7 -0.1 -0.315
H 2.15824 -1.77236 -2.74440 -3.3 -4.1 -3.1 0.084
C 2.68931 -1.64675 -0.64434 -2.1 0.5 -2.1 -0.321
C 0.83381 4.53231 -2.03151 0.5 -4.4 2.5 -0.049
H 2.20697 -0.90522 -0.04291 0.4 0.8 0.7 0.116
H 0.69689 2.07768 1.30080 1.1 -0.3 0.0 0.115
F 0.31317 4.00248 1.63696 -0.3 0.1 0.4 0.059
F 5.26999 2.35267 -0.72404 0.6 0.2 -0.4 0.103
C -3.34279 -3.29582 0.96956 -2.5 -1.8 2.3 -0.185
O 2.31009 3.57558 -3.45285 4.1 -0.3 -1.5 0.157
H -1.41113 -4.10392 3.40880 -1.6 -0.6 0.3 0.134
H -4.09442 -1.22005 0.85418 -0.2 -0.4 0.5 0.137
H -0.52862 -3.21426 0.89487 0.2 2.2 0.7 0.115
C -0.50906 -3.09717 2.04101 0.9 -4.4 -3.8 -0.266
H 4.36228 3.97392 0.80060 2.9 3.9 -0.6 0.111
C 4.26258 2.03344 0.10163 0.2 0.0 -0.5 -0.292
O 4.29756 1.02385 3.34784 -0.5 2.7 -4.1 0.077
H 1.52002 -1.60697 2.16850 -1.8 1.0 1.0 0.128
C 4.77925 -1.75670 -1.44726 1.9 -1.0 -0.4 -0.518
H -1.34395 -0.47392 -0.93951 0.4 -0.7 0.4 0.124
C -0.05394 2.70037 1.72855 -1.0 -1.7 -0.8 -0.274
C -1.57566 1.72502 3.04695 -0.3 -2.8 5.7 -0.590
H 0.27188 -0.71501 1.23956 0.4 -0.1 2.1 0.114
H -6.47735 -3.95845 0.66848 -0.3 -0.9 -1.7 0.054
H -1.83075 -4.97880 1.90592 0.7 0.3 -0.2 0.142
F 0.17334 3.71720 -4.10116 0.5 -1.1 0.0 0.038
O 4.01053 -1.42706 -2.47445 2.5 1.0 -1.8 0.120
C -1.45418 -0.94491 -1.90699 1.1 1.9 -1.5 0.003
H -4.71230 -2.52452 -0.22402 -0.4 0.7 -0.3 0.116
H 2.73579 3.44401 0.55833 -1.0 0.9 -1.2 0.118
C 4.21049 1.68724 2.26477 0.2 -3.2 7.8 -0.576
O 4.78523 1.32732 1.18597 1.5 -2.3 -2.5 0.191
H 0.44595 -3.80697 2.10939 -1.5 1.5 1.0 0.157
H -1.30718 1.69708 0.20014 1.0 -2.5 -4.0 0.048
C 3.03519 4.41623 -2.68359 4.0 2.3 0.3 -0.385
C -4.38414 -2.27356 0.78749 -3.0 -1.6 0.8 -0.082
H 0.93394 2.49835 -2.62827 -1.0 -4.1 0.9 0.088
C -1.39159 2.37301 0.90791 1.3 5.7 4.7 -0.020
O -2.15416 1.73954 1.89791 -2.1 0.2 -1.0 0.100
H -7.22864 -3.72052 2.21476 1.7 0.0 -0.3 0.108
O 4.29856 4.67616 -2.76036 -7.2 -1.6 0.4 0.076
C 0.49686 -1.03762 2.37368 1.5 -4.1 -7.2 -0.081
H -3.79194 -4.31707 0.67231 1.0 1.3 0.3 0.161
H 2.22131 -0.35006 -2.18846 0.1 3.3 -0.3 0.084
H -0.68890 -1.57632 -2.29972 0.7 -0.8 0.8 0.137
C 3.73197 3.21912 0.81267 -3.4 -1.8 -0.5 -0.055
F 0.90656 0.96938 -0.81284 -0.1 0.2 -0.1 -0.525
H 3.53465 1.46120 -0.45711 -0.3 -0.4 0.0 0.157
H 0.10746 5.19935 -2.39949 -0.5 1.2 -0.1 0.119
C -1.79846 -3.96553 2.37117 10.4 -4.0 3.3 -0.371
H 0.64774 -0.21928 2.91326 0.1 3.1 3.0 0.028
O -2.78471 0.10442 -3.42205 0.6 1.4 -1.0 0.152
O 3.98466 -1.93754 -0.36372 1.1 -0.3 1.3 0.165
H -1.36354 0.93453 -2.45674 2.5 16.1 9.1 0.005
O -0.52091 -1.91900 2.72262 -0.2 0.1 0.8 -0.128



[3]
66
Properties=species:S:1:pos:R:3:forces:R:3:lowdin_charge:R:1 method="wB97M-V/def2-TZVPD" total_charge=0 smiles="FC(F)C(F)(F)COC(F)(F)C(F)F.O=C1CCCO1.O=C1CCCO1.O=C1CCCO1.CCCC#N" gap_ev=10.68 e_tot_ev=-59810.4445 multiplicity=1
H -2.47956 -6.02286 0.30485 -0.1 0.1 0.1 0.114
F -0.73829 1.61398 0.96664 -0.2 -0.2 -0.2 0.063
C 3.57878 -2.29637 -4.13198 -0.1 -0.7 -0.1 -0.136
C 1.90153 3.95734 3.27787 -0.2 0.6 0.4 -0.141
H -1.04891 -2.13744 1.51102 -0.1 0.1 0.1 0.082
H 0.16294 -1.08117 4.06649 0.4 0.1 -0.2 0.076
C 1.09369 -2.21119 1.39035 -0.5 -0.2 -0.3 -0.180
C -2.48298 -5.43658 -0.61063 0.2 0.0 -0.2 -0.134
H -2.38399 -3.25598 -0.26162 0.0 0.1 -0.2 0.122
O -1.00611 -5.15696 -2.46260 -0.2 -0.2 -0.1 0.027
H -0.28664 -2.97018 2.86945 -0.2 0.0 -0.1 0.109
H 1.22249 1.94502 3.64554 0.1 0.0 0.0 0.095
C -1.84704 2.21702 -1.01842 -0.2 -0.1 -0.3 -0.449
O 0.76110 4.65676 2.73354 0.3 -0.3 -0.4 0.018
C 2.70730 -2.27543 -2.86849 0.5 0.7 -0.3 -0.067
H -0.20862 3.54901 -1.38307 -0.1 -0.1 -0.3 0.154
C -0.22227 -0.83305 3.07212 -0.5 -0.4 0.7 -0.108
C -3.68415 6.02347 -2.13559 0.3 -0.1 -0.2 -0.292
H 2.00161 2.69430 5.02938 -0.2 0.0 0.1 0.116
O 4.96403 -2.07758 -2.19733 -0.1 0.3 0.1 0.025
H 0.97692 -1.66767 0.45074 0.1 0.0 0.0 0.104
C -0.06334 3.39405 4.56139 0.6 0.3 -1.1 -0.056
C -0.92152 1.21197 -0.33852 1.0 0.7 0.5 -0.298
O -1.92157 4.57853 -1.71639 -0.3 -0.6 -0.4 0.054
F -2.92490 6.75821 -2.98168 0.0 0.0 0.1 0.099
F -2.10049 6.34772 -0.38032 -0.2 -0.1 -0.1 0.145
C 1.32620 2.88150 4.19562 0.3 -0.3 0.0 -0.152
O -1.45313 4.54578 2.92171 -0.5 0.4 -0.2 0.130
C -2.79121 5.39285 -1.06522 0.7 0.7 0.0 -0.563
C -1.69610 -6.17924 -1.70222 0.2 0.5 0.1 -0.130
C -1.22018 3.60067 -0.97944 0.5 0.4 0.9 -0.052
H 0.06703 1.26083 -0.80720 -0.1 -0.3 -0.1 0.173
H -2.33812 -6.71528 -2.39377 0.1 -0.1 0.0 0.121
C -1.74552 -4.09792 -0.50837 0.0 -0.6 0.3 -0.079
O -0.68297 -2.94932 -2.36012 0.3 0.0 -0.1 0.107
C 1.37088 -3.61124 1.05840 0.3 0.2 0.0 -0.247
H 5.44423 -3.33760 -3.73094 0.2 0.1 0.0 0.121
H 2.18150 -3.20757 -2.71062 -0.1 -0.1 0.2 0.120
H -1.08497 3.90915 0.06591 -0.3 -0.1 -0.1 0.143
H -0.94289 -4.13567 0.23162 -0.1 -0.1 -0.1 0.088
H 1.97991 -1.77757 1.85275 -0.1 -0.1 0.3 0.121
H -1.23576 -0.49229 3.29924 0.0 0.1 -0.4 0.077
C 3.68166 -1.98173 -1.75135 0.5 0.2 -0.1 -0.463
O 3.45650 -1.62336 -0.63093 -0.2 -0.2 0.1 0.109
C -0.21905 -2.10262 2.21231 0.8 0.3 0.1 -0.235
H -0.80699 2.60722 4.56050 -0.2 0.0 0.5 0.120
H -4.17071 5.23044 -2.70850 -0.2 0.1 0.1 0.176
H 2.51439 3.56088 2.47341 -0.1 0.0 -0.2 0.122
H -0.05089 4.02876 5.44440 -0.3 -0.2 0.2 0.129
H 3.35386 -3.19338 -4.71244 0.2 0.0 0.0 0.109
H -0.93666 -6.83551 -1.28188 0.0 -0.1 0.0 0.125
H 0.36388 -0.01453 2.66405 -0.1 0.0 -0.2 0.045
H 2.47644 4.71513 3.81466 0.1 -0.2 0.1 0.124
F -4.57641 6.83522 -1.54751 -0.2 0.1 0.0 0.110
F -1.99177 1.78728 -2.30394 0.0 0.1 -0.1 0.117
F -1.37439 -0.04147 -0.34435 -0.3 -0.1 0.0 0.120
N 1.57405 -4.71948 0.83455 -0.1 0.0 -0.1 0.153
F -3.56094 4.76965 -0.17324 -0.2 -0.3 0.2 0.168
H 5.64419 -1.61176 -4.11990 0.3 0.1 0.4 0.119
C -1.08314 -3.96099 -1.85780 -0.3 0.5 0.2 -0.498
C -0.37723 4.27009 3.34478 0.1 -0.5 0.4 -0.503
H 3.40798 -1.47902 -4.82983 0.0 0.3 0.3 0.108
C 5.03264 -2.33835 -3.59356 -0.9 -0.6 -0.6 -0.152
H 1.99517 -1.45371 -2.86185 -0.3 -0.2 0.0 0.124
H -3.50969 -5.26852 -0.93337 0.0 -0.1 0.1 0.114
F -3.07180 2.20778 -0.45833 0.0 -0.2 0.1 0.139